Molecular formula: C31H43N8O8OsP2
Method: DFT, the ωB97M-V functional and the def2-TZVPD basis

Geometry (Å):
Os 0.559 -0.124 0.365
C 0.785 2.985 -2.857
O -0.414 3.085 -2.033
C -0.379 2.085 -1.199
N 0.632 1.268 -1.238
C 1.626 1.897 -2.143
C 2.385 1.030 -3.104
C 2.375 -0.370 -3.073
C 3.187 -1.071 -3.939
C 4.009 -0.396 -4.854
C 4.007 1.005 -4.900
C 3.211 1.707 -4.031
C -1.380 1.998 -0.118
C -2.445 2.850 0.117
C -3.166 2.684 1.298
C -2.803 1.695 2.210
C -1.724 0.888 1.894
N -1.050 1.045 0.754
C -1.139 -0.215 2.678
N -0.095 -0.840 2.226
C 0.176 -1.966 3.146
C -0.801 -1.677 4.312
O -1.670 -0.609 3.795
C 1.605 -2.088 3.607
C 1.960 -3.239 4.310
C 3.253 -3.396 4.780
C 4.202 -2.409 4.545
C 3.847 -1.257 3.858
C 2.548 -1.094 3.393
H 1.244 3.970 -2.866
H 0.470 2.699 -3.860
H 2.364 2.368 -1.476
H 1.750 -0.894 -2.359
H 3.207 -2.151 -3.911
H 4.651 -0.956 -5.521
H 4.636 1.532 -5.604
H 3.239 2.789 -4.053
H -2.690 3.626 -0.595
H -3.999 3.338 1.516
H -3.329 1.559 3.145
H -0.113 -2.869 2.602
H -0.299 -1.279 5.193
H -1.444 -2.508 4.587
H 1.226 -4.014 4.497
H 3.521 -4.285 5.334
H 5.212 -2.531 4.911
H 4.577 -0.475 3.697
H 2.270 -0.166 2.910
C -3.761 -1.717 0.803
N -2.936 -2.714 0.128
C -3.157 -4.087 0.573
P -2.128 -2.267 -1.221
O -1.396 -0.984 -1.108
O -1.133 -3.553 -1.434
P 0.293 -3.734 -0.758
O 0.607 -2.636 0.167
N 1.266 -3.827 -2.135
C 2.691 -4.041 -1.907
C 0.785 -3.619 -3.490
N 0.344 -5.200 -0.066
C -0.050 -6.402 -0.804
C 0.965 -5.428 1.237
N -3.074 -2.307 -2.556
C -3.923 -3.453 -2.852
C -2.975 -1.302 -3.607
H -4.820 -1.963 0.706
H -3.588 -0.735 0.370
H -3.512 -1.690 1.867
H -4.227 -4.281 0.663
H -2.699 -4.247 1.553
H -2.730 -4.800 -0.127
H 2.841 -4.785 -1.124
H 3.171 -3.108 -1.589
H 3.154 -4.397 -2.826
H -0.157 -4.143 -3.645
H 1.525 -3.999 -4.193
H 0.618 -2.552 -3.687
H -0.274 -6.166 -1.843
H -0.929 -6.857 -0.347
H 0.765 -7.128 -0.783
H 1.327 -4.491 1.653
H 1.804 -6.118 1.131
H 0.238 -5.877 1.916
H -4.160 -4.006 -1.945
H -3.442 -4.130 -3.563
H -4.857 -3.106 -3.293
H -2.465 -0.422 -3.228
H -3.978 -1.032 -3.936
H -2.428 -1.692 -4.470
O 4.429 0.121 0.157
N 3.258 0.149 0.335
O 2.500 -0.835 -0.044
O 2.619 1.110 0.836

Results
2S+1: 5
<S²>: 6.020
E_HOMO (alpha / beta) in eV: -15.93 / -15.93
Total charge: +3
Orbital gap (alpha / beta) in eV: 6.99 / 3.85

Here are the Löwdin charges for atoms 1 to 8, given in e:
1 Os 1.703
2 C -0.003
3 O 0.102
4 C -0.290
5 N 0.016
6 C -0.208
7 C -0.170
8 C -0.064


Molecular formula: H33O16
Method: DFT, the ωB97M-V functional and the def2-TZVPD basis

Geometry (Å):
O -0.690 1.317 -0.642
H -0.769 1.087 -1.604
H 0.170 1.768 -0.649
O 4.632 -2.705 0.995
H 3.807 -2.767 1.488
H 5.008 -3.594 0.965
O -4.714 -0.035 -0.363
H -4.139 -0.215 0.388
H -4.549 0.835 -0.737
O -1.969 -1.397 -5.143
H -1.831 -0.732 -5.836
H -1.876 1.141 1.265
O -3.272 -1.345 -1.899
H -4.140 -1.257 -1.402
H -3.523 -1.423 -2.827
O -1.423 -3.935 1.294
H -1.652 -2.991 1.356
H -0.009 -4.051 0.750
O 0.988 -1.593 2.050
H 0.238 -0.996 1.962
H 1.629 -0.981 2.534
O 1.847 3.883 -0.327
H -1.321 -2.117 -5.340
H 2.098 3.840 -1.260
O -0.115 1.822 5.542
H 4.370 -1.369 2.785
O 0.825 -3.646 0.281
H 1.489 -3.435 0.950
H 0.435 -2.974 -0.291
O 1.648 0.324 -2.504
H 1.694 0.210 -3.462
H 2.049 1.230 -2.406
O -0.902 -1.355 -0.353
H -1.924 -4.641 1.707
H -1.580 -1.565 -1.022
O -2.358 0.325 1.432
H -1.751 -0.315 1.032
H -0.721 -0.422 -0.621
O 3.439 -1.289 3.015
H 3.212 -1.385 3.940
H -0.142 2.815 5.504
O -0.967 5.589 -0.302
H -1.779 5.419 -0.785
H -0.807 4.773 0.181
O 3.015 3.960 -2.816
H 2.975 4.097 -3.768
H 3.506 4.754 -2.545
H 1.462 4.743 -0.142
H -1.059 1.626 5.562

Results
E_HOMO in eV: -13.19
Total charge: +1
Energy relative to the best compared isomer or geometry (same formula, charge and spin) in kJ/mol: 281.4
Orbital gap in eV: 10.55

Here are the Löwdin charges for atoms 1 to 8, given in e:
1 O -0.055
2 H 0.088
3 H 0.052
4 O -0.050
5 H 0.000
6 H 0.055
7 O -0.050
8 H 0.026


Molecular formula: C44H46AsIrN7O3
Method: DFT, the ωB97M-V functional and the def2-TZVPD basis

Geometry (Å):
Ir 0.346 2.068 -0.122
O -0.014 5.996 -0.890
C -0.211 4.810 -0.722
N 0.716 3.835 -0.835
C 2.072 4.270 -1.035
C 3.018 3.210 -0.587
C 4.391 3.442 -0.595
C 5.258 2.437 -0.215
C 4.715 1.208 0.134
C 3.343 1.053 0.124
N 2.497 2.032 -0.207
C -1.541 4.240 -0.332
C -2.559 5.139 -0.031
C -3.672 4.665 0.695
C -3.879 3.330 0.738
C -3.003 2.452 -0.108
N -1.633 2.918 -0.202
H 2.242 5.208 -0.488
H 2.249 4.501 -2.097
H 4.759 4.407 -0.906
H 6.324 2.600 -0.199
H 5.343 0.375 0.405
H 2.922 0.096 0.390
H -2.394 6.186 -0.231
H -4.302 5.365 1.221
H -4.704 2.890 1.269
H -3.419 2.531 -1.137
N -1.121 3.245 5.086
C -0.308 4.073 4.208
C -0.232 3.373 2.860
O 0.551 3.657 1.983
O -1.093 2.384 2.737
H -0.549 2.592 5.612
H -1.556 2.347 3.627
H -1.646 3.796 5.753
H 0.712 4.271 4.552
H -0.792 5.039 4.048
N -5.626 -2.479 -3.018
C -5.158 -1.658 -2.364
C -4.534 -0.745 -1.507
C -5.153 -0.299 -0.309
C -4.451 0.474 0.548
C -3.065 0.930 0.231
N -2.456 0.277 -0.889
C -3.171 -0.422 -1.703
H -6.160 -0.617 -0.087
H -4.863 0.746 1.506
H -2.411 0.819 1.106
H -2.656 -0.830 -2.566
C 5.765 -2.834 -2.351
C 4.377 -2.378 -2.051
C 3.886 -1.158 -2.494
C 2.579 -0.763 -2.238
C 2.099 0.484 -2.922
C 1.744 -1.586 -1.463
As -0.051 -0.774 -0.970
N 0.297 0.186 0.581
C 0.987 -0.308 1.640
C 1.170 -1.697 1.786
C 1.857 -2.227 2.851
C 2.386 -1.391 3.825
C 2.237 -0.015 3.697
C 1.559 0.527 2.628
C -1.260 -2.337 -0.796
C -2.071 -2.656 0.304
C -1.938 -1.999 1.646
C -3.026 -3.659 0.172
C -3.224 -4.337 -1.021
C -4.295 -5.352 -1.187
C -2.403 -4.014 -2.101
C -1.447 -3.021 -2.020
C -0.615 -2.734 -3.238
C 2.182 -2.869 -1.105
C 1.379 -3.989 -0.501
C 3.501 -3.216 -1.383
H 6.396 -2.008 -2.661
H 5.742 -3.567 -3.158
H 6.207 -3.322 -1.485
H 4.523 -0.515 -3.082
H 2.934 1.150 -3.131
H 1.347 1.029 -2.343
H 1.649 0.208 -3.879
H 0.734 -2.338 1.039
H 1.988 -3.294 2.933
H 2.907 -1.803 4.672
H 2.679 0.639 4.434
H 1.495 1.596 2.507
H -1.494 -1.009 1.565
H -1.309 -2.603 2.305
H -2.916 -1.914 2.118
H -3.644 -3.899 1.024
H -4.859 -5.499 -0.272
H -3.865 -6.305 -1.490
H -4.974 -5.035 -1.979
H -2.546 -4.537 -3.035
H -1.089 -3.156 -4.121
H 0.374 -3.190 -3.142
H -0.480 -1.656 -3.392
H 0.326 -3.755 -0.369
H 1.806 -4.293 0.454
H 1.434 -4.851 -1.167
H 3.834 -4.198 -1.081

Results
2S+1: 6
<S²>: 8.879
E_HOMO (alpha / beta) in eV: -12.90 / -12.74
Total charge: +2
Energy relative to the best compared isomer or geometry (same formula, charge and spin) in kJ/mol: 31.5
Orbital gap (alpha / beta) in eV: 7.79 / 5.14

Here are the Löwdin charges for atoms 1 to 8, given in e:
1 Ir 1.403
2 O 0.136
3 C -0.468
4 N -0.142
5 C -0.125
6 C -0.232
7 C 0.017
8 C -0.007


Molecular formula: C3H10N2O
Method: DFT, the ωB97M-V functional and the def2-TZVPD basis

Geometry (Å):
C 0.365 -2.460 1.722
C 0.123 1.265 -1.984
C 0.552 0.299 1.284
N -0.424 -1.279 1.833
N -0.684 2.198 -2.711
O -1.652 -1.346 1.888
H 1.256 -2.300 2.313
H -0.252 -3.205 2.255
H 0.549 -2.825 0.694
H 0.312 1.397 -0.866
H -0.226 0.238 -2.026
H 1.183 1.283 -2.383
H 1.390 0.430 1.950
H -0.077 1.193 1.210
H -0.746 3.168 -2.408
H -1.667 1.943 -2.770

Results
E_HOMO (alpha / beta) in eV: -8.20 / -8.82
Total charge: 0
Energy relative to the best compared isomer or geometry (same formula, charge and spin) in kJ/mol: 705.3
Orbital gap (alpha / beta) in eV: 7.41 / 9.20

Here are the Löwdin charges for atoms 1 to 8, given in e:
1 C -0.093
2 C -0.230
3 C 0.165
4 N -0.288
5 N -0.079
6 O -0.029
7 H 0.080
8 H 0.095


Molecular formula: C28H22BrCrN8O2S
Method: DFT, the ωB97M-V functional and the def2-TZVPD basis

Geometry (Å):
Cr -0.627 -0.859 -0.558
C 2.178 2.417 -0.534
C 1.674 1.117 -0.576
N 0.365 0.920 -0.676
C -0.451 1.997 -0.765
C 0.082 3.265 -0.746
N 1.394 3.479 -0.618
C -1.912 1.665 -0.797
C -2.971 2.545 -0.799
C -4.280 2.060 -0.709
C -4.456 0.676 -0.615
C -3.361 -0.158 -0.659
N -2.124 0.346 -0.748
C -3.359 -1.657 -0.651
C -4.475 -2.463 -0.702
N -4.383 -3.793 -0.775
C -3.170 -4.319 -0.826
C -2.020 -3.532 -0.783
N -2.127 -2.214 -0.673
C -5.448 2.987 -0.720
C -6.746 2.515 -0.866
C -7.801 3.415 -0.892
N -7.645 4.734 -0.792
C -6.400 5.187 -0.653
C -5.286 4.363 -0.605
H 3.240 2.590 -0.423
H 2.306 0.229 -0.548
H -0.553 4.139 -0.830
H -2.777 3.604 -0.873
H -5.440 0.250 -0.491
H -5.472 -2.040 -0.683
H -3.099 -5.397 -0.895
H -1.017 -3.946 -0.800
H -6.966 1.462 -0.981
H -8.818 3.059 -1.003
H -6.285 6.262 -0.575
H -4.315 4.818 -0.466
Br 4.091 -4.577 1.377
C 3.471 -2.943 2.085
C 4.293 -2.334 3.029
C 3.956 -1.100 3.564
C 2.789 -0.469 3.158
C 1.982 -1.080 2.212
C 2.300 -2.319 1.655
C 1.378 -2.909 0.617
O 1.247 -4.097 0.459
O 0.750 -2.010 -0.108
H 5.199 -2.837 3.340
H 4.604 -0.637 4.298
H 2.509 0.489 3.578
H 1.068 -0.595 1.902
S 3.465 -1.778 -1.695
C 4.914 -1.337 -0.989
N 6.109 -1.239 -1.596
C 7.190 -0.815 -0.713
C 6.489 -0.772 0.663
N 5.086 -0.996 0.312
H 6.206 -1.378 -2.585
H 7.574 0.162 -1.003
H 8.010 -1.529 -0.732
H 6.613 0.192 1.151
H 6.857 -1.550 1.331
H 4.394 -1.265 0.995

Results
2S+1: 5
<S²>: 6.017
E_HOMO (alpha / beta) in eV: -10.14 / -10.16
Total charge: +1
Energy relative to the best compared isomer or geometry (same formula, charge and spin) in kJ/mol: 107.9
Orbital gap (alpha / beta) in eV: 5.77 / 5.55

Here are the Löwdin charges for atoms 1 to 8, given in e:
1 Cr 0.889
2 C -0.058
3 C -0.053
4 N 0.028
5 C -0.152
6 C -0.041
7 N 0.120
8 C -0.148


Q: The lowest total charge belongs to which entry?
A: C3H10N2O


Q: Look up the total charge of the third one.
A: +2


What did the fourth record say?
Molecular formula: C3H10N2O
Method: DFT, the ωB97M-V functional and the def2-TZVPD basis

Geometry (Å):
C 0.365 -2.460 1.722
C 0.123 1.265 -1.984
C 0.552 0.299 1.284
N -0.424 -1.279 1.833
N -0.684 2.198 -2.711
O -1.652 -1.346 1.888
H 1.256 -2.300 2.313
H -0.252 -3.205 2.255
H 0.549 -2.825 0.694
H 0.312 1.397 -0.866
H -0.226 0.238 -2.026
H 1.183 1.283 -2.383
H 1.390 0.430 1.950
H -0.077 1.193 1.210
H -0.746 3.168 -2.408
H -1.667 1.943 -2.770

Results
E_HOMO (alpha / beta) in eV: -8.20 / -8.82
Total charge: 0
Energy relative to the best compared isomer or geometry (same formula, charge and spin) in kJ/mol: 705.3
Orbital gap (alpha / beta) in eV: 7.41 / 9.20

Here are the Löwdin charges for atoms 1 to 8, given in e:
1 C -0.093
2 C -0.230
3 C 0.165
4 N -0.288
5 N -0.079
6 O -0.029
7 H 0.080
8 H 0.095


Q: Which value of total charge does entry 3 give?
A: +2